ORCA calculation (the ωB97M-V functional and the def2-TZVPD basis) on C32H25ClN5PPt as an isolated structure in a non-equilibrium geometry.

Computed properties:
Kohn-Sham gap ... 6.9 eV
Energy ... -66086.351 eV
Molecular weight ... 741.092 g mol⁻¹
HOMO ... -0.508 hartree
Charge ... +2

Each line ends with the Mulliken charge.
CARTESIAN COORDINATES (ANGSTROEM)
1 Pt -1.23681 0.51126 0.09876  0.949
2 N -0.20681 -2.19365 3.42543  0.119
3 C -0.08013 -1.40797 2.36515  -0.374
4 N -1.09287 -0.95551 1.67376  -0.452
5 C -2.39413 -1.31117 2.06832  0.570
6 N -3.42108 -0.74726 1.49775  -1.145
7 N -3.14051 0.17968 0.61217  0.521
8 C -4.01121 1.02058 0.13402  -0.361
9 C -3.52651 1.92266 -0.86097  0.806
10 C -4.35958 2.73362 -1.63484  -0.938
11 C -3.80707 3.55921 -2.59003  -0.245
12 C -2.42072 3.62388 -2.70750  -1.142
13 C -1.64731 2.81758 -1.89872  -0.041
14 N -2.17149 1.95249 -1.03267  -0.092
15 C -2.58448 -2.25060 3.14133  0.687
16 C -3.84466 -2.70659 3.53809  -0.401
17 C -3.95088 -3.54152 4.62949  -0.787
18 C -2.81862 -3.91519 5.35395  -0.465
19 C -1.56312 -3.47372 4.97671  -0.902
20 C -1.44802 -2.65501 3.86348  0.208
21 H 0.61367 -2.47692 3.94296  0.311
22 H 0.92363 -1.13221 2.06668  0.720
23 H -5.01512 1.04499 0.53824  0.498
24 H -5.42711 2.68655 -1.47424  0.436
25 H -4.43599 4.16169 -3.22945  0.457
26 H -1.95005 4.29870 -3.40626  0.441
27 H -0.56949 2.87900 -1.91307  0.981
28 H -4.71592 -2.39534 2.98165  0.492
29 H -4.92012 -3.90678 4.93663  0.436
30 H -2.91845 -4.55063 6.22249  0.431
31 H -0.68487 -3.76211 5.53942  0.411
32 Cl 0.26761 2.35369 1.66402  -0.196
33 C 1.65147 2.69125 0.66785  0.677
34 C 2.42471 3.79008 1.00369  -0.626
35 C 3.56332 4.07471 0.26774  -0.571
36 C 3.93619 3.24670 -0.78036  -0.829
37 C 3.14838 2.16170 -1.12080  -0.250
38 C 1.97942 1.86864 -0.41216  0.002
39 P 0.94034 0.45406 -0.93165  0.173
40 C 1.68453 -1.01771 -0.16890  0.095
41 C 0.98656 -2.21895 -0.32072  -0.039
42 C 1.51902 -3.39951 0.16640  -0.820
43 C 2.75125 -3.38815 0.81120  -0.702
44 C 3.44700 -2.19683 0.95904  -0.763
45 C 2.91948 -1.00732 0.47324  -0.264
46 C 1.38557 0.24973 -2.69594  0.423
47 C 2.29548 -0.74617 -3.06044  -0.319
48 C 2.73890 -0.84418 -4.36891  -0.855
49 C 2.28134 0.03758 -5.33488  -0.562
50 C 1.37209 1.02413 -4.98355  -0.901
51 C 0.92394 1.12735 -3.67803  0.174
52 H 2.13277 4.41739 1.83421  0.496
53 H 4.15282 4.94659 0.51308  0.429
54 H 4.83676 3.45028 -1.34184  0.448
55 H 3.44125 1.52811 -1.94642  0.465
56 H 0.03149 -2.22069 -0.83530  0.447
57 H 0.98541 -4.32961 0.02726  0.502
58 H 3.16720 -4.30960 1.19502  0.455
59 H 4.41930 -2.19337 1.43217  0.474
60 H 3.46449 -0.07937 0.59099  0.476
61 H 2.67681 -1.43949 -2.32626  0.386
62 H 3.45083 -1.61464 -4.62902  0.456
63 H 2.62757 -0.04531 -6.35514  0.417
64 H 1.00989 1.71678 -5.73041  0.447
65 H 0.21264 1.90243 -3.44390  0.124